[1]
{"formula": "C32H31BrNO6S2", "method": "the ωB97M-V functional and the def2-TZVPD basis", "species": ["H", "C", "O", "H", "C", "C", "O", "H", "C", "H", "C", "H", "N", "C", "C", "H", "S", "O", "C", "C", "O", "H", "H", "O", "H", "H", "H", "H", "H", "C", "H", "C", "C", "C", "H", "C", "C", "H", "H", "H", "C", "C", "C", "C", "H", "C", "H", "C", "C", "O", "H", "H", "C", "H", "C", "H", "S", "H", "H", "Br", "C", "C", "H", "C", "C", "H", "C", "C", "C", "C", "H", "H", "H"], "xyz": [[-2.90424, -1.37242, 3.82021], [0.88344, 4.80977, 2.28594], [-2.87139, 1.85254, 1.02399], [4.51808, -6.02058, 0.24068], [-3.33312, 1.78645, -2.45456], [1.89890, 1.91540, -2.39139], [-1.70165, -1.93746, -0.03358], [2.38938, -3.64097, -1.20141], [1.06146, 5.26786, 0.97562], [4.37638, -4.83929, -1.08241], [3.93206, -5.16758, -0.12666], [-3.55188, 2.41649, -1.58874], [3.95008, -4.10732, 0.87163], [3.89370, 0.93539, -3.37314], [3.18338, 2.06451, -2.94122], [5.02559, -3.41682, 2.55534], [-1.60302, -1.27964, 1.25925], [-1.59673, 1.44300, 3.16738], [-3.32362, -1.03006, 1.73789], [3.09914, -3.03607, 0.75671], [-0.99500, -1.93658, 2.39298], [-0.08036, 3.34334, 3.56339], [1.52070, -1.42449, -2.90442], [-2.31422, 0.85572, -1.95296], [-5.38369, 1.52910, -3.03714], [-7.06229, -0.81284, 2.79270], [0.45443, 5.01511, -1.09549], [-6.40902, -0.50391, 0.39702], [1.76239, 6.07482, 0.76241], [1.25437, -0.85168, 0.34435], [2.90467, -5.50437, -0.34024], [-5.01830, -1.09703, 3.46058], [2.24957, -2.95849, -0.36700], [0.02629, 0.37984, -1.53014], [0.81180, 1.31254, 0.24727], [1.33048, 0.63418, -2.30415], [-0.83417, 0.29403, 0.93056], [3.90073, -1.21718, -3.54651], [0.38282, -2.26708, -1.05200], [-4.68155, 0.16851, -2.13741], [1.21817, -2.03157, -0.40479], [2.01451, -0.45982, -2.84027], [-0.60284, 3.08226, 1.47718], [0.34414, 4.67763, -0.06689], [3.55312, -2.03046, 2.61663], [-4.48438, 0.93212, -2.88615], [-2.94771, 2.39583, -3.27969], [0.31949, 0.37096, -0.03173], [-1.05686, 1.32255, -2.05200], [-0.80887, 2.41270, -2.54621], [4.74483, -5.18585, 2.49901], [-5.28123, -1.23236, 4.51259], [-5.64590, -0.69785, 1.15549], [1.40691, 5.29636, 3.11366], [-6.00876, -0.86335, 2.49992], [1.33477, 2.80683, -2.10645], [-1.62024, 1.62326, 1.73214], [-1.17921, 3.24834, -0.58522], [-4.23506, 0.43435, -3.82788], [5.64576, 1.13904, -4.06933], [-3.67754, -1.18358, 3.08053], [2.10102, -0.90042, 1.46692], [2.06771, -0.09106, 2.19157], [2.95961, -1.98235, 1.70310], [-0.53745, 3.63537, 0.20202], [3.63185, 3.05129, -3.01393], [4.96215, -4.28628, 1.89819], [-4.30585, -0.79020, 0.77354], [3.32657, -0.33813, -3.28642], [0.05732, 3.71054, 2.54571], [-0.38771, -0.59899, -1.76096], [5.94677, -4.45728, 1.43074], [-4.00067, -0.68667, -0.26635]], "atomic_forces_ev_per_a": [[-0.1, 0.1, -0.2], [-0.1, -0.1, -0.1], [-0.4, 0.9, 0.7], [-0.2, 0.2, 0.0], [0.5, -0.2, 0.6], [0.7, -0.3, -0.3], [0.3, -0.7, 0.0], [-0.5, -0.1, 0.3], [0.0, -0.3, 0.0], [-0.1, -0.1, 0.1], [-0.1, 0.3, 0.0], [-0.2, 0.1, -0.2], [0.8, -1.0, 0.1], [-0.8, 0.0, 0.6], [-0.2, -0.5, 0.0], [0.0, -0.2, -0.1], [0.3, 2.4, -0.4], [-0.9, 0.0, 0.5], [-0.3, 0.0, 0.4], [-0.7, 1.2, -0.4], [-0.1, -0.6, -0.1], [0.1, -0.1, -0.4], [0.2, 0.1, 0.3], [0.6, 0.5, -0.7], [0.0, 0.0, 0.0], [0.4, 0.0, -0.1], [0.0, 0.1, 0.2], [0.2, -0.1, 0.3], [-0.2, -0.1, 0.1], [-0.1, 0.0, -0.2], [0.3, 0.1, 0.2], [-0.1, 0.0, -0.2], [0.1, -0.4, 0.8], [-0.2, 0.0, -1.6], [0.4, -0.3, -0.3], [-0.4, -0.1, 0.1], [-1.5, -0.1, 1.0], [0.0, 0.0, -0.2], [0.3, 0.5, -0.4], [-0.1, 0.0, 0.0], [0.4, 0.5, -0.4], [0.2, 0.3, 0.1], [0.1, 0.5, 0.0], [-0.1, 0.1, 0.2], [-0.3, 0.2, -0.2], [-0.2, -0.2, -0.2], [0.1, -0.2, 0.3], [0.0, -0.9, 2.2], [0.1, 0.8, 0.2], [-0.4, -0.7, 0.1], [0.0, 0.3, 0.0], [0.0, 0.1, -0.3], [0.2, -0.1, 0.1], [-0.2, -0.2, -0.3], [0.3, 0.0, -0.1], [0.3, -0.5, 0.1], [1.3, -1.2, -1.4], [0.3, 0.1, 0.3], [-0.1, 0.0, 0.1], [0.1, 0.0, 0.0], [-0.1, 0.1, -0.2], [0.2, 0.0, -0.5], [0.0, 0.0, -0.1], [0.1, -0.4, -0.2], [0.0, -0.1, 0.0], [-0.1, -0.2, 0.0], [-0.2, 0.0, -0.2], [0.1, -0.1, 0.2], [0.0, 0.6, -0.3], [0.1, -0.2, -0.3], [0.2, -0.2, -0.1], [-0.2, 0.2, 0.2], [0.0, 0.0, 0.3]], "lowdin_charge": [0.111, -0.089, -0.338, 0.079, -0.196, -0.005, -0.333, 0.090, -0.092, 0.088, -0.087, 0.122, -0.204, -0.701, -0.115, 0.068, 0.693, -0.343, -0.276, -0.235, -0.322, 0.109, 0.113, 0.009, 0.078, 0.094, 0.105, 0.097, 0.096, -0.169, 0.087, -0.085, -0.029, -0.131, 0.138, -0.142, -0.405, 0.095, 0.101, 0.060, -0.078, -0.028, -0.257, -0.079, 0.085, -0.066, 0.119, -0.236, -0.416, 0.048, 0.086, 0.098, -0.082, 0.099, -0.096, 0.100, 0.663, 0.096, 0.081, 0.683, -0.060, -0.021, 0.119, -0.021, -0.067, 0.094, -0.072, -0.064, -0.120, -0.047, 0.128, 0.083, 0.094], "e_tot_ev": -139174.2182, "fmax_ha_per_bohr": 0.04693, "orbital_gap_ha": 0.225, "total_charge": -1}

[2]
{"formula": "C5H9ClS", "method": "the ωB97M-V functional and the def2-TZVPD basis", "species": ["H", "H", "H", "H", "H", "H", "Cl", "C", "C", "H", "C", "S", "C", "H", "H", "C"], "xyz": [[0.26188, -1.00465, 1.02211], [0.54400, -1.60674, -0.75039], [-1.05622, -1.86178, 0.05087], [-0.07602, 0.46312, -1.35488], [0.23568, 2.80509, 1.60328], [-1.09428, 0.83692, 1.52615], [-4.02973, 1.21712, -0.32121], [-0.67688, 0.21691, -0.49812], [0.19863, 2.32101, 0.68347], [-2.87154, -2.24661, -0.88181], [-0.18101, -1.10766, 0.02437], [-3.46187, -1.60119, 0.24487], [-0.46576, 1.16460, 0.62714], [0.84862, 2.79350, -0.13424], [-1.76919, 0.03085, -0.79185], [-3.41640, -0.25120, -0.92583]], "atomic_forces_ev_per_a": [[0.0, -0.4, -0.4], [-1.0, 0.9, 1.7], [1.6, 1.1, 0.5], [-0.2, 0.5, -0.6], [0.0, 1.0, 1.4], [1.1, 0.6, -0.9], [-0.3, 0.2, 0.5], [0.4, -0.3, 0.5], [0.9, -0.7, -2.1], [-0.9, 0.0, 1.9], [0.1, -3.1, -1.6], [0.4, 0.4, -2.9], [-2.0, 0.7, 0.6], [-1.2, -1.0, 1.0], [1.5, 0.9, -0.1], [-0.6, -0.9, 0.6]], "lowdin_charge": [0.071, 0.109, 0.008, 0.109, 0.018, 0.131, 0.524, -0.307, 0.002, -0.051, -0.148, 0.653, -0.231, 0.089, -0.019, -0.959], "e_tot_ev": -28683.8811, "fmax_ha_per_bohr": 0.06761, "orbital_gap_ha": 0.302, "e_above_lowest_ev": 4.319}

[3]
{"formula": "C13H19FO4", "method": "the ωB97M-V functional and the def2-TZVPD basis", "species": ["C", "C", "H", "H", "O", "H", "F", "H", "H", "H", "H", "H", "H", "C", "C", "H", "C", "C", "H", "O", "H", "O", "H", "C", "C", "C", "H", "C", "C", "C", "H", "C", "H", "O", "H", "H", "H"], "xyz": [[2.92202, -1.08617, -0.65877], [3.18205, -0.09220, 0.45957], [0.96199, 1.95710, -0.69304], [3.31033, -2.05597, -0.32991], [-0.73200, 3.82275, -1.27214], [5.86967, 0.77064, 2.03033], [-2.28727, -1.18217, 2.08213], [4.23341, 1.44243, 2.08050], [-4.71263, -2.11990, 1.97748], [0.49536, 0.66199, 0.41322], [-1.47972, -1.11944, -0.11274], [0.87364, -1.62072, -0.18631], [-0.09164, -0.31778, -2.21610], [1.45232, -1.25195, -1.04231], [-3.34786, 1.74995, -0.82918], [4.60857, -0.04167, 2.98306], [0.34490, 1.06411, -0.59397], [4.80999, 0.51126, 2.05755], [-5.05400, -1.61558, 0.30071], [4.50043, -0.27366, 0.92467], [2.46143, -0.23864, 1.27956], [-2.82663, 2.98413, -1.13453], [-3.67396, 0.11811, 1.41320], [0.78132, -0.00684, -1.63430], [-1.08377, 1.48003, -0.72456], [-2.44889, -0.63145, -0.22716], [1.40392, -2.04306, -1.79903], [-1.44388, 2.88616, -1.07047], [-2.23209, 0.80140, -0.58370], [-3.22749, -0.82523, 1.09153], [3.05262, 0.93990, 0.09675], [-4.27270, -1.91807, 1.00215], [-3.79963, -2.82884, 0.62252], [-4.52622, 1.54034, -0.77884], [3.50453, -0.79697, -1.53977], [1.46765, 0.45760, -2.34911], [-2.99576, -1.12157, -1.03901]], "atomic_forces_ev_per_a": [[0.0, -0.1, 0.1], [-0.1, 0.1, 0.0], [0.0, 0.0, 0.1], [0.0, 0.1, 0.0], [-0.3, -0.4, 0.1], [-0.1, -0.1, 0.0], [-0.2, 0.2, -0.2], [0.0, 0.0, -0.1], [0.0, 0.0, 0.0], [0.0, 0.1, 0.0], [-0.1, -0.1, -0.1], [0.1, 0.1, 0.0], [0.0, 0.0, 0.1], [0.0, 0.0, -0.3], [-0.7, -0.2, 0.0], [0.0, 0.0, -0.1], [0.0, -0.3, -0.1], [0.0, 0.0, 0.1], [0.0, 0.0, 0.1], [0.1, 0.1, -0.1], [0.1, -0.1, 0.0], [0.1, 0.1, 0.0], [0.0, -0.1, 0.1], [0.0, 0.1, 0.0], [-0.2, 0.0, 0.0], [-0.2, 0.2, 0.1], [0.0, 0.1, 0.1], [0.2, 0.4, -0.1], [0.7, 0.1, 0.1], [0.1, -0.1, -0.1], [0.0, 0.0, 0.1], [0.3, 0.0, -0.2], [-0.1, 0.0, 0.1], [0.5, 0.1, 0.0], [0.0, 0.0, 0.1], [-0.1, 0.0, 0.0], [0.1, 0.0, 0.0]], "lowdin_charge": [-0.175, -0.262, 0.115, 0.120, 0.180, 0.086, -0.041, 0.085, 0.083, 0.121, 0.117, 0.108, 0.109, -0.213, -0.388, 0.088, -0.112, -0.111, 0.090, -0.185, 0.126, 0.152, 0.141, -0.171, -0.059, -0.052, 0.112, -0.369, -0.069, -0.350, 0.122, -0.035, 0.088, 0.171, 0.121, 0.118, 0.138], "e_tot_ev": -24696.6750, "fmax_ha_per_bohr": 0.01373, "orbital_gap_ha": 0.337}

[4]
{"formula": "C9H8ClNS", "method": "the ωB97M-V functional and the def2-TZVPD basis", "species": ["C", "H", "C", "C", "C", "H", "H", "C", "H", "H", "N", "H", "C", "C", "C", "H", "S", "H", "C", "Cl"], "xyz": [[1.29143, 0.32453, 2.02623], [-1.89952, 2.55872, -0.28344], [-1.02097, 0.43789, 1.46373], [-1.58446, 1.54495, -0.53958], [-1.04910, -1.12009, -1.87079], [3.19021, 0.09386, 2.98778], [-0.86691, -2.08091, -2.47412], [0.00611, 0.08841, 2.38393], [-1.90092, -0.06368, -3.49839], [1.37616, 0.68555, 1.00262], [-0.70588, 0.90977, 0.33160], [2.06354, -0.69940, 5.18445], [1.54300, -0.41980, 4.23596], [2.18108, 0.01699, 3.09601], [-1.76062, 1.25177, -1.79274], [-0.65465, -1.07726, -0.84109], [-0.09677, -0.44775, 4.04292], [-2.40524, 1.96656, -2.27728], [-1.47685, 0.00000, -2.49848], [-2.76604, 0.52119, 1.95679]], "atomic_forces_ev_per_a": [[2.5, -0.2, 0.2], [-0.6, -0.4, 0.8], [-1.1, -1.6, 6.4], [3.3, 1.5, 4.6], [1.3, -0.8, -1.1], [2.7, 0.2, 0.0], [-0.5, 1.6, 1.1], [-3.9, 0.4, -0.1], [0.4, 0.0, 0.0], [1.1, -0.2, 0.4], [-1.0, 1.7, -6.4], [-0.8, 0.2, -1.0], [2.7, 0.1, 0.5], [-2.3, 0.2, -1.0], [-0.7, -1.8, -3.9], [-0.5, -0.2, -0.7], [-2.8, -0.2, 0.0], [0.0, 0.0, -0.6], [-0.9, -0.2, 1.0], [1.1, -0.4, 0.0]], "lowdin_charge": [-0.117, 0.123, -0.717, -0.186, 0.046, 0.066, 0.089, -0.545, 0.092, 0.111, 0.031, 0.093, -0.464, -0.164, -0.089, 0.060, 1.007, 0.105, -0.140, 0.600], "multiplicity": 3, "e_tot_ev": -34304.8019, "fmax_ha_per_bohr": 0.13024, "orbital_gap_ha": [0.219, 0.189]}